C3H14O4 | ωB97M-V/def2-TZVPD

Each line ends with the Löwdin charge.
Cartesian coordinates (Å):
C: 2.445 0.241 -0.546  -0.05
C: 1.094 0.189 0.123  -0.47
C: 1.164 0.354 1.631  -0.05
O: 0.346 -1.056 -0.100  -0.07
H: 2.378 0.157 -1.629  0.09
H: 3.198 -0.369 -0.048  0.08
H: 2.760 1.287 -0.430  0.09
H: 0.478 0.913 -0.348  0.09
H: 0.292 -0.034 2.137  0.06
H: 1.340 1.394 1.912  0.09
H: 2.021 -0.194 2.033  0.08
H: 0.979 -1.686 -0.459  0.08
O: -3.107 -1.545 -0.453  -0.05
H: -2.741 -1.330 0.409  0.02
H: -2.507 -2.159 -0.883  0.04
O: -1.401 0.491 -2.085  -0.06
H: -2.186 0.993 -2.316  0.05
H: -1.673 -0.164 -1.436  -0.02
O: -1.962 1.008 0.973  -0.04
H: -1.425 0.308 1.361  0.01
H: -1.492 1.204 0.153  0.01

## Properties
* calculated total energy: -11527.9311 eV
* SMILES: CC(C)O.O.O.O
* ΔE to the lowest compared entry with this formula, charge and spin: 0.6774 eV
* HOMO energy: -10.7 eV